Entry 1:
Computed, not measured: a 9-piece molecular cluster, C46H109NO3 overall, with ωB97M-V with the def2-TZVPD basis set.

Element x y z (Å)
C 3.07 2.24 -2.97
C 2.34 2.40 -4.28
N 1.63 1.43 -4.83
O 2.38 3.43 -4.84
H 2.80 3.14 -2.41
H 4.16 2.21 -3.02
H 2.87 1.31 -2.44
H 1.09 1.80 -5.60
H 1.78 0.46 -4.58
C -7.54 3.06 -4.51
C -6.75 2.09 -3.76
C -5.49 2.63 -3.00
C -4.83 1.64 -2.09
C -4.04 0.46 -2.71
C -4.07 -0.76 -1.79
H -8.09 3.88 -4.06
H -8.16 2.54 -5.24
H -6.73 3.58 -5.02
H -7.50 1.51 -3.22
H -6.38 1.36 -4.48
H -5.69 3.53 -2.41
H -4.76 2.97 -3.74
H -4.22 2.20 -1.37
H -5.57 1.28 -1.38
H -4.47 0.12 -3.65
H -3.06 0.80 -3.06
H -5.05 -1.17 -1.57
H -3.53 -1.54 -2.35
H -3.51 -0.57 -0.87
C 5.61 -4.66 -3.36
C 5.78 -3.35 -2.50
C 4.41 -2.90 -2.04
C 4.16 -3.49 -0.58
C 4.90 -2.82 0.61
C 4.91 -1.28 0.62
H 4.89 -4.61 -4.19
H 5.31 -5.44 -2.66
H 6.55 -4.96 -3.82
H 6.45 -3.46 -1.65
H 6.08 -2.53 -3.16
H 3.64 -3.23 -2.73
H 4.29 -1.82 -2.12
H 3.11 -3.68 -0.40
H 4.56 -4.50 -0.63
H 4.50 -3.20 1.55
H 5.86 -3.34 0.59
H 5.38 -0.90 -0.29
H 3.87 -0.96 0.69
H 5.31 -0.79 1.51
C 8.07 4.99 6.75
C 6.68 4.70 7.44
C 5.36 5.05 6.65
C 5.24 4.18 5.38
C 4.19 4.72 4.35
C 3.97 3.89 3.10
H 7.96 4.65 5.72
H 8.89 4.51 7.29
H 7.99 6.06 6.58
H 6.59 3.63 7.62
H 6.67 5.27 8.37
H 5.38 6.11 6.38
H 4.51 5.04 7.34
H 6.17 4.16 4.81
H 4.86 3.17 5.57
H 3.27 4.86 4.91
H 4.53 5.70 4.01
H 3.50 2.93 3.29
H 3.27 4.37 2.42
H 4.85 3.58 2.53
C -2.50 -4.29 -3.12
C -2.06 -5.60 -3.67
C -2.74 -6.02 -5.00
C -2.05 -7.32 -5.57
C -2.77 -7.68 -6.92
C -1.83 -8.48 -7.75
H -3.34 -4.44 -2.44
H -2.77 -3.60 -3.92
H -1.75 -3.75 -2.54
H -0.98 -5.57 -3.83
H -2.15 -6.38 -2.92
H -2.48 -5.28 -5.75
H -3.77 -6.13 -4.67
H -1.01 -7.15 -5.82
H -1.96 -8.17 -4.88
H -3.75 -8.14 -6.81
H -3.01 -6.79 -7.50
H -0.87 -7.98 -7.90
H -1.62 -9.47 -7.35
H -2.17 -8.81 -8.73
C 1.32 -5.48 4.20
C 1.22 -4.59 3.02
C 0.73 -3.24 3.19
C 1.16 -2.45 4.38
C 0.77 -0.98 4.29
C 1.85 0.00 4.98
H 1.41 -6.55 4.04
H 0.42 -5.34 4.80
H 2.16 -5.23 4.85
H 2.23 -4.53 2.62
H 0.62 -5.11 2.27
H -0.35 -3.12 3.17
H 0.94 -2.79 2.23
H 0.69 -2.78 5.31
H 2.24 -2.57 4.45
H 0.82 -0.73 3.23
H -0.28 -0.74 4.47
H 2.87 -0.24 4.71
H 1.55 0.96 4.57
H 1.76 0.17 6.06
C -5.37 5.46 8.15
C -4.72 5.70 6.74
C -5.30 5.06 5.52
C -4.61 5.44 4.21
C -5.37 4.96 2.98
C -4.47 4.93 1.70
H -4.61 5.86 8.82
H -5.53 4.43 8.44
H -6.25 6.07 8.33
H -4.60 6.77 6.56
H -3.70 5.31 6.82
H -6.35 5.30 5.41
H -5.30 3.97 5.53
H -4.58 6.51 3.98
H -3.65 4.93 4.25
H -5.87 3.99 3.02
H -6.21 5.59 2.67
H -3.85 4.04 1.82
H -5.06 5.03 0.79
H -3.87 5.83 1.78
C 0.82 -1.54 -1.60
C 0.16 -0.64 -0.57
C 0.09 0.90 -0.95
C -0.56 1.95 -0.09
C 0.17 2.17 1.20
C -0.11 3.37 2.00
H 1.28 -2.36 -1.04
H 1.56 -0.84 -1.99
H 0.17 -1.93 -2.38
H -0.86 -1.00 -0.40
H 0.67 -0.65 0.39
H -0.52 0.96 -1.85
H 1.14 1.16 -1.05
H -0.47 2.91 -0.61
H -1.61 1.84 0.15
H 0.05 1.28 1.82
H 1.26 2.20 1.11
H -1.18 3.36 2.18
H 0.51 3.54 2.89
H -0.04 4.21 1.31
O -1.08 -0.02 -6.26
C -1.08 -1.27 -5.57
C -0.46 -2.46 -6.33
O 0.92 -2.24 -6.69
H -1.38 -0.10 -7.17
H -0.50 -1.06 -4.67
H -2.12 -1.42 -5.27
H -1.01 -2.60 -7.26
H -0.50 -3.42 -5.81
H 1.21 -2.79 -7.42

As for the net charge: 0. The SMILES is CC(N)=O.CCCCCC.CCCCCC.CCCCCC.CCCCCC.CCCCCC.CCCCCC.CCCCCC.OCCO. The value obtained for the frontier orbital gap is 9.668 eV.

---

Entry 2:
Computed, not measured: a 9-piece molecular cluster, C46H113Cl4N7 overall, with ωB97M-V with the def2-TZVPD basis set.

Element x y z (Å)
C -1.05 6.92 -0.57
C -1.27 5.57 0.11
N -2.15 5.58 1.34
C -2.18 4.26 1.93
C -0.93 3.87 2.76
C -3.50 6.15 1.10
C -4.26 5.37 -0.02
H -2.05 7.28 -0.79
H -0.41 6.81 -1.45
H -0.63 7.60 0.17
H -1.64 4.88 -0.66
H -0.29 5.17 0.36
H -2.98 4.33 2.67
H -2.46 3.46 1.24
H -0.73 4.62 3.52
H -1.11 2.93 3.27
H -0.04 3.79 2.13
H -3.46 7.23 1.07
H -4.04 5.88 2.02
H -4.19 4.29 0.11
H -3.82 5.74 -0.95
H -5.32 5.62 -0.04
C 7.31 -0.50 -3.58
C 6.18 -0.03 -2.67
N 5.07 0.51 -3.41
C 5.44 1.82 -4.05
C 6.02 2.92 -3.13
C 4.45 -0.28 -4.45
C 4.04 -1.67 -3.90
H 7.76 0.32 -4.14
H 6.96 -1.27 -4.28
H 8.17 -0.88 -3.04
H 5.72 -0.82 -2.07
H 6.54 0.68 -1.93
H 6.12 1.80 -4.90
H 4.55 2.32 -4.43
H 5.47 3.02 -2.19
H 7.08 2.81 -2.88
H 5.95 3.83 -3.72
H 4.95 -0.27 -5.41
H 3.50 0.16 -4.77
H 3.50 -2.19 -4.69
H 3.36 -1.51 -3.06
H 4.81 -2.35 -3.53
C 4.40 2.23 2.02
C 5.83 2.65 2.49
N 6.76 1.51 2.79
C 6.27 0.52 3.70
C 5.72 1.08 5.06
C 7.15 0.88 1.48
C 8.40 0.03 1.59
H 4.43 1.66 1.09
H 3.79 3.12 1.87
H 3.88 1.80 2.88
H 6.32 3.36 1.81
H 5.78 3.30 3.36
H 5.49 0.01 3.12
H 7.03 -0.23 3.92
H 4.72 1.53 5.06
H 5.61 0.28 5.79
H 6.33 1.88 5.47
H 7.34 1.59 0.67
H 6.35 0.26 1.09
H 8.53 -0.33 0.57
H 8.29 -0.84 2.24
H 9.26 0.60 1.93
C -9.69 2.57 2.41
C -8.69 2.87 1.29
N -7.37 2.26 1.38
C -6.56 2.99 2.36
C -5.30 2.27 2.83
C -6.68 2.50 0.05
C -7.24 1.59 -1.01
H -9.20 2.67 3.38
H -10.07 1.54 2.34
H -10.59 3.18 2.34
H -9.23 2.41 0.47
H -8.60 3.92 1.02
H -7.19 3.06 3.25
H -6.27 3.93 1.90
H -4.68 2.09 1.95
H -5.54 1.27 3.17
H -4.74 2.85 3.56
H -6.71 3.54 -0.28
H -5.62 2.23 0.05
H -7.25 0.56 -0.66
H -8.26 1.91 -1.23
H -6.64 1.65 -1.92
C -2.34 -5.35 -3.98
C -1.92 -3.90 -4.35
N -1.00 -3.28 -3.38
C -0.96 -1.79 -3.49
C -2.14 -1.16 -2.77
C 0.32 -3.89 -3.35
C 1.11 -3.80 -4.70
H -2.71 -5.47 -2.96
H -1.57 -6.11 -4.13
H -3.17 -5.67 -4.60
H -1.44 -3.93 -5.33
H -2.85 -3.32 -4.35
H 0.00 -1.42 -3.13
H -1.00 -1.53 -4.55
H -2.23 -1.48 -1.73
H -1.96 -0.09 -2.76
H -3.13 -1.33 -3.18
H 0.25 -4.95 -3.10
H 0.86 -3.47 -2.50
H 0.76 -4.49 -5.47
H 2.11 -4.21 -4.58
H 1.06 -2.79 -5.11
C 1.03 -0.34 -0.57
C 0.87 0.10 0.87
N 0.20 -0.86 1.81
C -1.18 -1.21 1.41
C -2.09 0.06 1.33
C 0.99 -2.15 1.92
C 0.56 -3.05 3.03
H 1.67 -1.22 -0.66
H 1.48 0.45 -1.17
H 0.05 -0.56 -1.00
H 1.81 0.40 1.34
H 0.33 1.04 0.82
H -1.19 -1.85 0.53
H -1.69 -1.82 2.16
H -3.11 -0.32 1.43
H -1.95 0.60 2.26
H -1.90 0.64 0.42
H 2.01 -1.90 2.20
H 0.95 -2.70 0.98
H -0.43 -3.38 2.72
H 0.47 -2.47 3.95
H 1.26 -3.88 3.05
C -3.82 -5.63 2.50
C -2.43 -5.37 1.82
N -2.34 -5.93 0.49
C -1.17 -5.35 -0.23
C 0.12 -5.69 0.48
C -2.42 -7.38 0.46
C -2.52 -7.91 -0.98
H -3.73 -5.04 3.41
H -3.96 -6.69 2.69
H -4.64 -5.29 1.88
H -2.28 -4.29 1.84
H -1.67 -5.82 2.46
H -1.17 -5.85 -1.19
H -1.23 -4.27 -0.41
H 0.28 -6.77 0.48
H 0.91 -5.20 -0.10
H 0.21 -5.38 1.52
H -3.32 -7.77 0.93
H -1.54 -7.78 0.97
H -1.59 -7.88 -1.55
H -3.34 -7.46 -1.53
H -2.83 -8.96 -0.99
Cl 1.06 1.55 -5.21
C 1.13 2.02 -3.50
C 1.35 3.52 -3.52
Cl 1.36 4.20 -1.87
H 1.96 1.51 -3.02
H 0.18 1.84 -3.00
H 0.56 3.95 -4.13
H 2.23 3.81 -4.08
Cl 1.95 2.55 5.32
C 1.53 0.89 4.75
C 0.02 0.62 5.07
Cl -0.09 0.33 6.81
H 2.19 0.14 5.19
H 1.67 0.83 3.67
H -0.28 -0.30 4.57
H -0.53 1.55 4.91

As for the net charge: 0. The SMILES is CCN(CC)CC.CCN(CC)CC.CCN(CC)CC.CCN(CC)CC.CCN(CC)CC.CCN(CC)CC.CCN(CC)CC.ClCCCl.ClCCCl. The value obtained for the frontier orbital gap is 8.588 eV.